No. 1
66
Properties=species:S:1:pos:R:3 method="wB97M-V/def2-TZVPD" gap_ev="5.76 / 6.48" homo_ev="-1.88 / -2.61" total_energy_ha=-6078.84956 spin_multiplicity=2 de_lowest_ev=0.113 total_charge=-2
Cu 0.213 -0.190 -0.586
C 2.667 2.902 1.027
C 3.038 2.784 -0.422
C 4.305 3.151 -0.860
C 4.656 3.073 -2.200
C 3.721 2.619 -3.116
C 2.447 2.237 -2.710
C 1.442 1.748 -3.713
C 2.096 2.313 -1.354
N 0.831 1.873 -0.929
C -0.003 2.800 -0.468
O 0.143 4.037 -0.474
C -1.275 2.242 0.145
C -2.249 3.070 0.681
C -3.362 2.478 1.261
C -3.478 1.096 1.283
C -2.458 0.342 0.718
N -1.403 0.925 0.176
C -2.526 -1.173 0.666
O -3.553 -1.710 1.126
N -1.477 -1.752 0.092
C -1.564 -3.139 -0.123
C -2.476 -3.677 -1.050
C -3.446 -2.785 -1.770
C -2.484 -5.047 -1.285
C -1.615 -5.899 -0.621
C -0.723 -5.367 0.298
C -0.686 -4.001 0.553
C 0.287 -3.436 1.544
H 3.559 3.021 1.647
H 2.115 2.023 1.358
H 2.012 3.763 1.177
H 5.026 3.505 -0.130
H 5.649 3.363 -2.525
H 3.976 2.559 -4.170
H 1.791 1.933 -4.731
H 0.475 2.231 -3.570
H 1.273 0.676 -3.601
H -2.101 4.140 0.638
H -4.140 3.095 1.699
H -4.320 0.579 1.720
H -2.937 -1.943 -2.240
H -4.172 -2.374 -1.066
H -3.976 -3.345 -2.544
H -3.189 -5.448 -2.007
H -1.633 -6.965 -0.818
H -0.037 -6.018 0.831
H 0.842 -4.232 2.046
H -0.228 -2.834 2.297
H 0.992 -2.764 1.053
Br 5.760 -3.194 2.927
C 4.259 -2.188 3.528
C 4.065 -2.023 4.889
N 3.041 -1.333 5.381
C 2.187 -0.794 4.510
C 2.306 -0.911 3.130
C 3.377 -1.631 2.623
C 1.273 -0.265 2.204
O 0.369 0.378 2.735
O 1.499 -0.460 0.972
H 4.758 -2.462 5.598
H 1.350 -0.234 4.906
H 3.488 -1.733 1.552
F -0.105 -1.801 -3.137
B -0.435 -0.711 -2.404
F -1.434 -0.022 -3.006

No. 2
64
Properties=species:S:1:pos:R:3 method="wB97M-V/def2-TZVPD" gap_ev=3.83 homo_ev=-6.61 total_energy_ha=-2346.98683 de_lowest_ev=3.466
C -2.584 -4.394 7.859
C -2.120 -3.229 7.073
C -2.124 -1.889 7.390
C -1.640 -1.039 6.316
C -1.292 -1.758 5.193
B -0.715 -1.352 3.726
C -2.106 -1.019 2.902
C -2.696 -1.969 2.090
C -3.833 -1.628 1.349
C -4.504 -2.649 0.471
F -4.997 -2.093 -0.680
F -3.655 -3.654 0.111
F -5.575 -3.235 1.108
C -4.376 -0.355 1.404
C -3.763 0.576 2.235
C -4.297 1.978 2.258
F -3.673 2.752 3.195
F -4.121 2.599 1.044
F -5.639 2.016 2.527
C -2.657 0.241 3.014
O 0.194 -0.224 3.852
C 1.502 -0.762 3.671
C 1.318 -2.170 3.025
O -0.041 -2.522 3.194
S -1.443 -3.466 5.489
H -2.875 -4.065 8.857
H -3.447 -4.868 7.373
H -1.777 -5.133 7.932
H -2.465 -1.544 8.363
H -1.605 0.044 6.418
H -2.305 -2.979 2.031
H -5.240 -0.095 0.802
H -2.253 0.960 3.714
H 2.096 -0.088 3.018
H 2.039 -0.845 4.645
H 1.563 -2.146 1.942
H 1.975 -2.922 3.504
C 0.385 1.923 0.709
C 0.611 0.764 -0.146
N 1.812 0.407 -0.576
C 2.055 -0.410 -1.704
C 1.215 -0.621 -2.779
C 1.712 -1.436 -3.818
C 2.996 -2.007 -3.747
C 3.854 -1.704 -2.678
C 3.385 -0.874 -1.657
C 4.006 -0.278 -0.495
C 3.052 0.589 0.101
C 3.345 1.341 1.224
C 4.608 1.162 1.820
C 5.533 0.251 1.282
C 5.257 -0.449 0.098
H -0.628 2.278 0.476
H 0.425 1.605 1.763
H 1.077 2.763 0.548
H -0.251 0.212 -0.562
H 0.225 -0.160 -2.771
H 1.091 -1.633 -4.692
H 3.351 -2.672 -4.541
H 4.881 -2.059 -2.608
H 2.614 2.033 1.637
H 4.864 1.743 2.709
H 6.494 0.101 1.779
H 5.969 -1.116 -0.398

No. 3
65
Properties=species:S:1:pos:R:3 method="wB97M-V/def2-TZVPD" gap_ev="7.12 / 6.97" homo_ev="-7.40 / -7.37" total_energy_ha=-13243.19882 spin_multiplicity=2 de_lowest_ev=0.031
Co 0.840 -0.100 -0.490
Br -2.480 3.307 -1.983
C -0.736 3.503 -1.288
C -0.159 4.784 -1.246
C 1.111 4.975 -0.774
Br 1.841 6.721 -0.749
C 1.881 3.875 -0.314
C 3.204 3.933 0.173
C 3.835 2.787 0.574
C 3.153 1.560 0.497
N 1.919 1.477 0.055
C 1.277 2.607 -0.359
C -0.054 2.385 -0.851
O -0.512 1.177 -0.843
H -0.737 5.624 -1.602
H 3.709 4.887 0.217
H 4.850 2.808 0.943
H 3.629 0.637 0.799
C 1.328 -1.633 2.260
C 2.332 -1.956 1.201
C 3.381 -2.870 1.445
C 4.281 -3.153 0.459
C 4.161 -2.537 -0.808
C 5.028 -2.735 -1.906
Br 6.515 -3.900 -1.753
C 4.799 -2.084 -3.091
C 3.713 -1.217 -3.251
Br 3.452 -0.371 -4.916
C 2.804 -0.957 -2.223
O 1.785 -0.191 -2.299
C 3.082 -1.649 -0.982
N 2.207 -1.377 0.026
H 1.765 -1.735 3.253
H 0.477 -2.314 2.197
H 0.959 -0.611 2.146
H 3.459 -3.334 2.417
H 5.090 -3.848 0.635
H 5.465 -2.239 -3.928
C -5.057 -0.469 3.424
C -5.501 -0.194 1.995
N -4.418 -0.341 1.026
C -3.812 0.875 0.493
C -2.990 1.642 1.517
C -4.108 -1.600 0.640
O -4.693 -2.589 1.053
C -2.955 -1.753 -0.311
C -3.125 -2.304 -1.573
C -2.030 -2.404 -2.414
C -0.801 -1.945 -1.971
N -0.630 -1.452 -0.742
C -1.683 -1.365 0.068
H -5.909 -0.415 4.100
H -4.310 0.249 3.758
H -4.636 -1.471 3.494
H -5.887 0.821 1.890
H -6.296 -0.889 1.719
H -4.624 1.510 0.121
H -3.193 0.632 -0.369
H -3.611 2.029 2.325
H -2.498 2.484 1.033
H -2.220 1.008 1.956
H -4.105 -2.634 -1.890
H -2.125 -2.800 -3.414
H 0.073 -1.936 -2.609
H -1.507 -0.927 1.042